# 1
Below is 3 unconnected molecules or ions with the total composition C5H6O2 in a non-equilibrium geometry, with properties calculated with the ωB97M-V functional and the def2-TZVPD basis.

```
13
C5H6O2 | OMol25 | the ωB97M-V functional and the def2-TZVPD basis
O -1.71 -0.69 -2.25
C -1.74 0.06 -1.15
C -1.41 0.08 0.10
C -0.62 0.30 0.96
C 0.52 0.54 1.49
C 1.77 -0.08 1.68
O 2.77 0.07 2.30
H -0.98 -1.27 -1.98
H -2.60 0.69 -1.37
H 0.76 -0.12 -1.90
H 0.50 1.33 2.22
H 1.03 0.05 -1.10
H 1.72 -0.96 1.01
```

The calculation puts the LUMO energy at -0.71 eV. As for the spin multiplicity: 1. As for the total energy: -344.361123 Eh. The value obtained for the max |F| is 6.7 eV/A. The orbital gap is 8.53 eV. For the energy relative to the best compared isomer or geometry (same formula, charge and spin), the calculation gives 6.552 eV.

***

# 2
Below is 4 unconnected molecules or ions with the total composition CH11NO4 in a non-equilibrium geometry, with properties calculated with the ωB97M-V functional and the def2-TZVPD basis.

```
17
CH11NO4 | OMol25 | the ωB97M-V functional and the def2-TZVPD basis
N 1.76 2.20 -0.93
C 1.23 0.80 -0.96
O 0.03 0.79 -0.26
H 1.16 2.92 -1.30
H 2.03 2.40 0.07
H 1.23 0.43 -2.01
H 1.99 0.17 -0.46
H -0.68 1.00 -0.96
H 0.39 -1.58 2.20
H 0.73 -0.58 1.16
O 0.37 -0.68 2.07
H -0.53 -1.78 -1.68
H -1.44 -1.92 -0.41
O -1.48 -1.91 -1.40
H -1.53 -0.36 1.66
H -3.02 -0.94 1.87
O -2.23 -0.96 1.36
```

Its structure (SMILES) is NCO.O.O.O. The calculation puts the LUMO energy at 0.55 eV. As for the spin multiplicity: 1. As for the total energy: -400.378277 Eh. The value obtained for the max |F| is 3.4 eV/A. The orbital gap is 10.15 eV. For the energy relative to the best compared isomer or geometry (same formula, charge and spin), the calculation gives 1.178 eV.

***

# 3
Below is 2 unconnected molecules or ions with the total composition C18H36N2O7PS in a non-equilibrium geometry, with properties calculated with the ωB97M-V functional and the def2-TZVPD basis.

```
65
C18H36N2O7PS | OMol25 | the ωB97M-V functional and the def2-TZVPD basis
C 6.79 0.59 -0.22
C 5.88 0.55 -1.14
C 4.42 0.48 -0.77
C 3.59 1.67 -1.42
C 3.93 2.87 -0.53
P 4.45 4.41 -1.37
O 4.16 5.51 -0.48
O 3.69 4.66 -2.74
O 6.04 4.36 -1.58
O 4.07 1.68 -2.79
S 3.14 0.70 -3.65
O 3.58 -0.64 -3.70
O 2.79 1.22 -4.90
O 1.80 0.72 -2.74
C 2.12 1.19 -1.40
N 1.26 2.36 -1.28
C 0.49 2.41 -0.28
C 0.71 1.77 1.07
C -0.77 3.26 -0.44
H 7.84 0.60 -0.51
H 6.53 0.56 0.83
H 6.21 0.58 -2.17
H 4.05 -0.48 -1.15
H 4.35 0.50 0.32
H 3.13 3.13 0.15
H 4.77 2.59 0.10
H 3.26 3.86 -3.09
H 6.39 4.59 -0.70
H 1.91 0.32 -0.78
H 1.74 1.43 1.18
H 0.09 0.86 1.10
H 0.39 2.40 1.89
H -1.39 3.19 0.45
H -0.42 4.29 -0.50
H -1.27 2.94 -1.35
C -3.07 0.40 0.43
C -2.64 -0.16 1.79
C -2.14 -1.60 1.78
N -3.18 -2.71 1.58
C -3.09 -3.18 0.14
C -4.17 -4.19 -0.22
C -5.55 -3.64 0.08
C -5.65 -3.28 1.56
C -4.58 -2.26 1.95
C -2.78 -3.83 2.49
H -3.79 -0.23 -0.08
H -3.54 1.38 0.57
H -2.21 0.54 -0.23
H -3.43 -0.03 2.53
H -1.82 0.46 2.15
H -1.67 -1.79 2.75
H -1.37 -1.74 1.02
H -3.17 -2.30 -0.49
H -2.10 -3.61 0.01
H -4.09 -4.42 -1.29
H -4.01 -5.13 0.31
H -6.31 -4.38 -0.17
H -5.75 -2.76 -0.53
H -5.58 -4.17 2.18
H -6.63 -2.84 1.76
H -4.59 -2.07 3.02
H -4.79 -1.34 1.41
H -2.83 -3.47 3.52
H -1.76 -4.13 2.24
H -3.45 -4.67 2.36
```

As for the net charge: +1. The calculation puts the LUMO energy at -2.68 eV. As for the spin multiplicity: 1. As for the total energy: -2082.971839 Eh. The value obtained for the max |F| is 4.6 eV/A. The orbital gap is 9.05 eV.

***

# 4
Below is 3 unconnected molecules or ions with the total composition C15H43BrN9O3P2 in a non-equilibrium geometry, with properties calculated with the ωB97M-V functional and the def2-TZVPD basis.

```
73
C15H43BrN9O3P2 | OMol25 | the ωB97M-V functional and the def2-TZVPD basis
O -4.73 1.06 1.15
C -3.45 0.91 1.67
C -2.76 -0.40 1.31
N -1.75 -0.55 2.40
C -2.35 0.07 3.48
N -1.91 -0.13 4.69
Br -2.64 0.63 6.19
N -3.44 0.86 3.19
H -5.40 1.13 1.83
H -2.83 1.77 1.39
H -3.53 -1.18 1.35
H -2.31 -0.39 0.32
H -0.94 0.02 2.14
H -1.13 -0.76 4.83
H -4.27 0.34 3.51
O -2.31 -1.44 -1.99
P -1.97 -2.21 -3.20
N -0.69 -1.43 -3.96
C -0.21 -1.70 -5.31
C 0.37 -0.93 -3.09
N -3.36 -2.17 -4.17
C -3.35 -2.08 -5.62
C -4.51 -1.47 -3.60
N -1.60 -3.83 -3.41
C -2.68 -4.76 -3.02
C -0.37 -4.24 -2.71
H 0.31 -2.67 -5.40
H 0.49 -0.92 -5.59
H -1.01 -1.67 -6.04
H 1.06 -1.71 -2.75
H -0.07 -0.47 -2.20
H 0.95 -0.17 -3.61
H -3.08 -1.08 -5.98
H -4.35 -2.31 -5.99
H -2.68 -2.82 -6.05
H -4.45 -0.38 -3.72
H -4.62 -1.70 -2.55
H -5.41 -1.82 -4.12
H -2.96 -4.67 -1.96
H -2.34 -5.78 -3.19
H -3.57 -4.59 -3.63
H -0.40 -4.04 -1.64
H 0.49 -3.73 -3.14
H -0.21 -5.31 -2.86
O 1.98 0.70 2.11
P 2.89 1.83 2.40
N 2.35 3.16 1.53
C 3.09 4.40 1.34
C 0.90 3.37 1.50
N 4.41 1.34 1.87
C 5.39 2.21 1.25
C 4.49 -0.01 1.31
N 3.37 2.50 3.86
C 4.11 1.58 4.75
C 2.26 3.10 4.62
H 3.16 5.01 2.25
H 2.57 4.99 0.58
H 4.08 4.23 0.96
H 0.51 3.82 2.42
H 0.40 2.41 1.35
H 0.64 4.02 0.67
H 5.12 2.49 0.22
H 6.35 1.71 1.22
H 5.54 3.12 1.84
H 4.15 -0.07 0.27
H 3.90 -0.71 1.90
H 5.53 -0.34 1.35
H 3.51 0.70 5.03
H 4.37 2.12 5.66
H 5.02 1.25 4.28
H 1.46 2.38 4.84
H 1.84 3.94 4.08
H 2.64 3.48 5.57
```

As for the net charge: +1. The calculation puts the LUMO energy at -3.74 eV. As for the spin multiplicity: 1. As for the total energy: -4572.392234 Eh. The value obtained for the max |F| is 3.3 eV/A. The orbital gap is 6.74 eV.